No. 1
Molecular formula: C10H10NO3S
Method: DFT, ωB97M-V/def2-TZVPD

Properties
- maximum force (eV/Å) = 5.00
- E_LUMO (eV) = 3.31
- net charge = -1
- relative energy (zero: lowest compared OMol25 entry of this formula, charge and spin) (kcal/mol) = 38.57

Each line ends with the natural charge from an NBO analysis.
Cartesian coordinates (Å):
C 3.578 -0.099 0.463  -0.28
C 3.325 -0.938 -0.585  -0.22
C 2.533 0.567 1.143  -0.20
C 2.045 -1.114 -1.062  -0.25
C 0.022 1.043 1.129  -0.32
C 1.258 0.435 0.703  -0.13
C 0.992 -0.279 -0.554  0.21
C -1.021 0.907 0.327  0.29
C -3.373 0.683 1.170  -0.60
C -2.425 1.416 0.157  -0.49
N -0.204 -0.116 -1.135  -0.66
O -0.600 -2.544 -0.814  -1.00
O -2.311 -1.303 -2.025  -1.01
O -0.195 -1.582 -3.018  -1.01
S -0.937 -1.582 -1.816  2.55
H 4.684 0.077 0.719  0.19
H 4.246 -1.462 -0.983  0.20
H 2.732 1.280 1.950  0.19
H 1.726 -1.765 -1.841  0.25
H -0.014 1.336 2.140  0.22
H -2.951 -0.334 1.438  0.23
H -4.367 0.470 0.891  0.21
H -3.442 1.121 2.176  0.19
H -2.490 2.483 0.262  0.21
H -2.811 1.300 -0.833  0.26

No. 2
Molecular formula: C23H26Br6N4O7Zr
Method: DFT, ωB97M-V/def2-TZVPD

Properties
- maximum force (eV/Å) = 2.29
- E_LUMO (eV) = 3.83
- net charge = -2

Each line ends with the natural charge from an NBO analysis.
Cartesian coordinates (Å):
Zr 0.228 -1.510 -0.312  2.08
N 1.785 -3.436 -0.154  -0.88
C 1.671 -4.193 1.093  -0.31
C 0.301 -4.005 1.709  0.66
O -0.168 -4.861 2.459  -0.69
N -0.273 -2.829 1.375  -0.82
C -1.616 -2.646 1.920  -0.35
C -2.409 -1.636 1.106  0.80
O -3.460 -1.188 1.541  -0.68
O -1.878 -1.317 -0.033  -0.83
H 1.459 -3.978 -0.947  0.40
H 2.758 -3.177 -0.319  0.44
H 2.418 -3.806 1.789  0.23
H 1.848 -5.261 0.972  0.19
H -1.598 -2.310 2.959  0.20
H -2.172 -3.585 1.910  0.23
Br -3.280 -2.795 -6.175  0.05
C -2.439 -1.925 -4.718  -0.17
C -2.518 -0.549 -4.579  -0.15
Br -3.510 0.501 -5.802  0.05
C -1.848 0.065 -3.512  -0.21
Br -1.851 1.947 -3.269  0.04
C -1.095 -0.647 -2.587  0.37
O -0.405 -0.060 -1.629  -0.83
C -1.089 -2.082 -2.685  0.27
O -0.470 -2.790 -1.754  -0.80
C -1.727 -2.672 -3.767  -0.16
Br -1.596 -4.556 -3.877  0.05
Br 2.784 -0.688 0.928  0.52
C 4.357 -1.739 0.422  -0.99
Br 2.140 -1.376 -2.366  -0.58
H 5.185 -1.130 0.802  0.16
H 4.373 -1.688 -0.671  0.19
O -4.242 3.846 -1.337  -0.73
C -4.653 3.125 -0.192  0.09
N -3.612 2.353 0.424  -0.63
C -2.938 2.766 1.533  0.67
O -3.233 3.765 2.170  -0.64
C -1.851 1.833 1.965  -0.12
C -1.606 1.650 3.319  -0.15
C -0.688 0.690 3.682  -0.26
C -0.055 -0.047 2.693  0.08
N -0.200 0.198 1.394  -0.50
C -1.106 1.120 1.049  0.09
H -3.892 3.214 -1.981  0.48
H -5.478 2.454 -0.438  0.15
H -4.981 3.864 0.532  0.20
H -3.367 1.456 0.028  0.42
H -2.173 2.218 4.046  0.23
H -0.486 0.469 4.722  0.21
H 0.631 -0.843 2.951  0.22
H -1.208 1.285 -0.016  0.25
C 4.176 1.977 -0.925  -0.62
C 3.152 2.204 0.202  -0.13
C 3.899 2.441 1.516  -0.60
C 2.310 3.438 -0.131  -0.59
C 2.144 1.076 0.343  -0.61
H 4.805 2.866 -1.085  0.17
H 3.662 1.739 -1.858  0.22
H 4.826 1.132 -0.685  0.21
H 4.579 3.297 1.429  0.18
H 4.491 1.563 1.791  0.20
H 3.186 2.637 2.322  0.21
H 2.955 4.315 -0.265  0.18
H 1.598 3.643 0.672  0.21
H 1.745 3.281 -1.054  0.21
H 1.705 0.899 -0.646  0.18

No. 3
Molecular formula: C4H10NO
Method: DFT, ωB97M-V/def2-TZVPD

Properties
- maximum force (eV/Å) = 5.25
- E_LUMO (eV) = -5.47
- net charge = +1
- relative energy (zero: lowest compared OMol25 entry of this formula, charge and spin) (kcal/mol) = 78.92

Each line ends with the natural charge from an NBO analysis.
Cartesian coordinates (Å):
C -1.450 -1.617 1.672  -0.70
C -1.039 -0.609 0.741  -0.01
C -0.433 -0.784 -0.492  -0.13
N 0.461 0.108 -0.952  -0.42
C 0.909 0.111 -2.190  0.04
H -1.181 -2.696 1.563  0.25
H -2.569 -1.591 1.729  0.26
H -1.061 -1.285 2.676  0.28
H -1.649 0.324 0.851  0.23
H -0.964 -1.370 -1.242  0.25
H 0.828 0.967 -0.448  0.49
H 1.746 0.656 -2.547  0.23
H 0.333 -0.511 -2.895  0.21
H 0.497 2.518 1.064  0.49
H 2.030 2.724 1.158  0.52
O 1.354 2.113 0.796  -0.97

No. 4
Molecular formula: C3H15N2O2
Method: DFT, ωB97M-V/def2-TZVPD

Properties
- maximum force (eV/Å) = 1.16
- E_LUMO (eV) = -2.98
- net charge = +1
- relative energy (zero: lowest compared OMol25 entry of this formula, charge and spin) (kcal/mol) = 7.35

Each line ends with the natural charge from an NBO analysis.
Cartesian coordinates (Å):
C -2.085 -1.046 -0.215  -0.22
C -0.853 -1.582 -0.934  -0.43
C 0.233 -0.605 -1.409  -0.23
N 0.422 0.642 -0.587  -0.70
N -1.692 -0.385 1.044  -0.88
H -2.706 -1.910 -0.034  0.20
H -2.621 -0.317 -0.817  0.19
H -0.348 -2.327 -0.322  0.22
H -1.218 -2.063 -1.843  0.24
H 1.202 -1.102 -1.350  0.23
H 0.141 -0.318 -2.457  0.22
H 1.361 1.054 -0.657  0.46
H 0.359 0.452 0.417  0.49
H -0.320 1.298 -0.820  0.42
H -1.625 -1.031 1.815  0.38
H -2.333 0.365 1.249  0.38
H 3.781 0.798 -0.443  0.49
H 3.387 0.050 0.799  0.50
O 3.038 0.302 -0.073  -0.97
H 0.404 1.758 2.626  0.49
H 0.566 2.782 1.582  0.48
O 0.121 1.931 1.717  -0.95

Question: Which of these has the lowest E_LUMO?
Answer: C4H10NO

What did the fourth record say?
Molecular formula: C3H15N2O2
Method: DFT, ωB97M-V/def2-TZVPD

Properties
- maximum force (eV/Å) = 1.16
- E_LUMO (eV) = -2.98
- net charge = +1
- relative energy (zero: lowest compared OMol25 entry of this formula, charge and spin) (kcal/mol) = 7.35

Each line ends with the natural charge from an NBO analysis.
Cartesian coordinates (Å):
C -2.085 -1.046 -0.215  -0.22
C -0.853 -1.582 -0.934  -0.43
C 0.233 -0.605 -1.409  -0.23
N 0.422 0.642 -0.587  -0.70
N -1.692 -0.385 1.044  -0.88
H -2.706 -1.910 -0.034  0.20
H -2.621 -0.317 -0.817  0.19
H -0.348 -2.327 -0.322  0.22
H -1.218 -2.063 -1.843  0.24
H 1.202 -1.102 -1.350  0.23
H 0.141 -0.318 -2.457  0.22
H 1.361 1.054 -0.657  0.46
H 0.359 0.452 0.417  0.49
H -0.320 1.298 -0.820  0.42
H -1.625 -1.031 1.815  0.38
H -2.333 0.365 1.249  0.38
H 3.781 0.798 -0.443  0.49
H 3.387 0.050 0.799  0.50
O 3.038 0.302 -0.073  -0.97
H 0.404 1.758 2.626  0.49
H 0.566 2.782 1.582  0.48
O 0.121 1.931 1.717  -0.95